ORCA calculation (ωB97M-V/def2-TZVPD) on C5H6N4 in the gas phase at a distorted geometry.

Properties
Largest force on an atom   0.109 hartree/bohr
Kohn-Sham gap   9.868 eV
E_HOMO   -10.0 eV
Energy above the lowest of the compared OMol25 structures with the same formula, charge and spin   51.6 kcal/mol

The geometry in ORCA input format:
```
! wB97M-V def2-TZVPD RIJCOSX def2/J DEFGRID3
* xyz 0 1
N -0.433 -1.014 -0.471
N -1.124 2.367 2.776
N 0.674 -0.323 2.285
N 1.186 1.955 -1.223
C 0.359 -1.191 -1.734
C -0.069 0.402 1.587
C 0.405 1.342 -0.666
C -0.554 1.484 2.312
C -0.460 0.432 -0.043
H 0.831 -0.320 -1.867
H -1.355 -1.461 -0.536
H -1.495 0.933 -0.052
H 1.103 -2.109 -1.656
H -0.278 -1.430 -2.605
H 1.210 -1.066 1.893
*
```